# 1
The following is a quantum chemistry calculation of 3 unconnected molecules or ions with the total composition C5H10O2 in a non-equilibrium geometry, from the OMol25 dataset.

Last column: natural (NBO) charge in e.
Cartesian coordinates (Å):
1 C 2.12786 0.09206 -0.09748  -0.255
2 O 1.05101 0.02072 0.82518  -0.525
3 C -0.24582 -0.01907 0.28813  0.058
4 C -0.54818 0.83361 -0.85606  -0.476
5 C -1.22172 -0.02122 1.38388  -0.450
6 C -0.53976 -1.57328 -0.15543  0.455
7 O -1.40542 -2.02002 -0.85894  -0.520
8 H 2.04481 -0.65956 -0.89444  0.168
9 H 3.03448 -0.10394 0.47922  0.204
10 H 2.21050 1.08425 -0.55577  0.178
11 H 0.22701 1.01354 -1.59789  0.221
12 H -1.00574 2.03635 0.21323  0.068
13 H -1.52534 0.66620 -1.30378  0.230
14 H -1.31054 1.64332 1.28014  0.069
15 H -2.25712 -0.18203 1.09110  0.224
16 H -0.91431 -0.53558 2.30034  0.232
17 H 0.26827 -2.17831 0.26854  0.118

Output
Energy above the lowest of the compared OMol25 structures with the same formula, charge and spin   629.1 kJ/mol
Spin multiplicity   1

=====

# 2
The following is a quantum chemistry calculation of C5H12O in the gas phase in a non-equilibrium geometry, from the OMol25 dataset.

Last column: natural (NBO) charge in e.
Cartesian coordinates (Å):
1 C -0.12292 -0.73259 1.33365  -0.612
2 C 0.24486 -0.06784 -0.00228  -0.116
3 C 1.29997 -0.64974 -0.71499  -0.598
4 C 0.59095 1.46027 0.26965  -0.602
5 C -1.04363 -0.25747 -0.79703  -0.040
6 H 0.68081 -0.64572 2.16439  0.202
7 H -0.39443 -1.74495 1.25359  0.204
8 H -1.00705 -0.33415 1.81119  0.239
9 H 0.92465 -1.65403 -1.04841  0.206
10 H 1.49631 0.00667 -1.58605  0.210
11 H 2.36610 -0.72617 -0.22923  0.222
12 H 1.35478 1.48525 1.09177  0.210
13 H 0.99505 1.88751 -0.66786  0.196
14 H -0.19476 2.16150 0.53280  0.221
15 H -1.10217 0.46874 -1.70951  0.158
16 H -1.08111 -1.26143 -1.06483  0.162
17 H -2.85831 0.46099 -0.66088  0.472
18 O -2.14912 0.14315 0.02405  -0.734

Output
Energy above the lowest of the compared OMol25 structures with the same formula, charge and spin   142.7 kJ/mol
SMILES   CC(C)(C)CO
Spin multiplicity   1

=====

# 3
The following is a quantum chemistry calculation of C6H7N3 in the gas phase in a non-equilibrium geometry, from the OMol25 dataset.

Last column: natural (NBO) charge in e.
Cartesian coordinates (Å):
1 C -1.41160 0.69597 -0.46294  -0.643
2 C -1.06684 -0.73725 -0.99350  -0.173
3 C 0.96827 0.13153 0.42613  -0.120
4 C 1.92723 0.87508 1.09847  0.004
5 C 2.51311 1.41373 2.13796  -0.264
6 C -1.48045 -1.85833 0.03382  0.254
7 H -1.29675 1.87890 -0.98693  0.269
8 H -1.08000 0.82076 0.74234  0.249
9 H -2.32175 0.69615 -0.13433  0.215
10 H -1.50793 -0.99554 -2.08135  0.263
11 H 0.79668 -1.04344 -2.25821  0.390
12 H 0.27454 -0.44286 1.17151  0.228
13 H 3.41099 2.17058 2.20220  0.259
14 N 0.41301 -1.08208 -1.33270  -0.421
15 N 1.23104 -0.20636 -0.75707  -0.216
16 N -1.36953 -2.31686 1.19460  -0.295

Output
Energy above the lowest of the compared OMol25 structures with the same formula, charge and spin   828.2 kJ/mol
SMILES   C#C/C=N/N[C@H](C)C#N
Spin multiplicity   1

=====

# 4
The following is a quantum chemistry calculation of 6 unconnected molecules or ions with the total composition C23H41ClNO17PSSi, from the OMol25 dataset.

Last column: Mulliken charge in e.
Cartesian coordinates (Å):
1 C 1.57900 -0.66866 3.80262  -1.334
2 C 1.56934 -2.19650 3.63442  -0.263
3 C 0.62084 -2.68126 2.51894  0.230
4 Cl -0.68542 -3.74412 3.17817  -0.247
5 Si 1.45240 -3.53886 1.02983  0.338
6 N 0.65724 -5.00229 0.60383  -0.441
7 S 1.28198 -2.26314 -0.70230  -0.317
8 P 3.70661 -3.96607 1.22257  0.216
9 O 4.38907 -2.48322 1.46840  -0.481
10 O 3.71815 -4.57071 2.78167  -0.562
11 H 1.02919 -0.17369 3.00172  0.272
12 H 1.12506 -0.36271 4.74440  0.377
13 H 2.58374 -0.24696 3.79496  0.315
14 H 2.57887 -2.56412 3.45235  0.122
15 H 1.26474 -2.68304 4.55881  0.439
16 H 0.07747 -1.83045 2.11251  0.164
17 H 1.21028 -5.59209 -0.01175  0.193
18 H 0.34569 -5.53711 1.40634  0.278
19 H 1.89627 -1.22963 -0.10275  0.097
20 H 3.81344 -1.79299 1.81452  0.342
21 H 4.16142 -5.42147 2.80020  0.339
22 C 3.75410 -4.43453 -5.93014  -1.427
23 C 2.54221 -4.89355 -5.16642  0.562
24 C 1.67201 -3.79416 -4.58057  -0.446
25 O 1.14938 -4.41123 -3.39821  -0.288
26 C 2.00476 -5.37739 -3.01401  0.614
27 O 1.95313 -5.94760 -1.96873  -0.599
28 O 2.92591 -5.60729 -3.96944  -0.350
29 H 4.30462 -5.28087 -6.33810  0.241
30 H 3.44277 -3.80090 -6.76160  0.385
31 H 4.41772 -3.86525 -5.27869  0.361
32 H 1.93825 -5.57964 -5.76716  0.238
33 H 0.84545 -3.48922 -5.21550  0.338
34 H 2.26524 -2.92487 -4.28611  0.280
35 C -3.33761 2.29657 2.31056  -1.432
36 C -2.27180 1.88270 3.28878  0.566
37 C -2.17368 2.72977 4.54436  -0.089
38 O -0.77400 2.66593 4.85337  -0.361
39 C -0.09926 2.40440 3.71286  0.672
40 O 1.08366 2.44203 3.59703  -0.551
41 O -0.95784 2.07350 2.72192  -0.388
42 H -3.35243 1.63469 1.44642  0.382
43 H -4.31278 2.25516 2.79791  0.388
44 H -3.15915 3.31844 1.97494  0.301
45 H -2.35636 0.82312 3.54744  0.245
46 H -2.74736 2.35880 5.38818  0.377
47 H -2.44412 3.76932 4.34619  -0.130
48 C 2.41021 -9.58637 -5.35790  -1.252
49 C 3.47986 -9.74983 -6.40132  0.494
50 C 4.90699 -9.81443 -5.88340  -0.450
51 O 5.65319 -9.21925 -6.95008  -0.337
52 C 4.82916 -8.39769 -7.64023  0.675
53 O 5.17928 -7.61748 -8.46472  -0.537
54 O 3.54738 -8.58376 -7.24819  -0.349
55 H 1.42144 -9.57128 -5.81401  0.358
56 H 2.44615 -10.41746 -4.65229  0.382
57 H 2.55200 -8.65553 -4.80669  0.189
58 H 3.27434 -10.60496 -7.05150  0.240
59 H 5.27675 -10.82118 -5.71183  0.302
60 H 5.03045 -9.20769 -4.98264  0.296
61 C -1.52478 7.95313 3.24245  -1.407
62 C -2.67648 7.84065 4.19895  0.541
63 C -2.34166 7.99375 5.67264  -0.476
64 O -3.30418 7.14075 6.30666  -0.353
65 C -3.69540 6.20622 5.41499  0.683
66 O -4.34453 5.24360 5.67642  -0.555
67 O -3.23433 6.50499 4.18196  -0.290
68 H -1.86004 7.85055 2.21321  0.241
69 H -1.06985 8.93970 3.33566  0.380
70 H -0.77388 7.19004 3.45202  0.386
71 H -3.48652 8.52205 3.92280  0.243
72 H -2.45608 9.00316 6.05613  0.312
73 H -1.34028 7.61621 5.89374  0.298
74 C -5.01880 7.28872 -1.73147  -1.439
75 C -4.96754 8.10586 -0.46948  0.539
76 C -5.55511 9.50491 -0.55979  -0.482
77 O -4.74548 10.24525 0.36040  -0.326
78 C -3.55601 9.61442 0.48385  0.657
79 O -2.60643 10.05540 1.04754  -0.522
80 O -3.60069 8.40392 -0.11400  -0.348
81 H -4.58917 6.30147 -1.57321  0.349
82 H -6.05642 7.16563 -2.04548  0.380
83 H -4.46684 7.78970 -2.52680  0.357
84 H -5.40427 7.56470 0.37471  0.243
85 H -6.59469 9.57689 -0.25397  0.309
86 H -5.42596 9.92644 -1.55987  0.304

Output
SMILES   CC[C@H](Cl)[Si@@](N)(S)P(O)O.C[C@@H]1COC(=O)O1.C[C@@H]1COC(=O)O1.C[C@@H]1COC(=O)O1.C[C@@H]1COC(=O)O1.C[C@@H]1COC(=O)O1
Spin multiplicity   1

=====

| no. | electronic energy (eV) | LUMO (eV) | gap between HOMO and LUMO (eV) |
| --- | --- | --- | --- |
| 1 | -9436.52253 | 0.079 | 9.2 |
| 2 | -7425.83184 | 0.766 | 11.1 |
| 3 | -10796.84777 | 0.124 | 8.7 |
| 4 | -101342.51529 | 0.363 | 8.4 |